Entry from OMol25: a single C4H6O2 molecule (ωB97M-V/def2-TZVPD).

Molecular weight, u: 86.1
Gap between HOMO and LUMO, eV: 10.34
DFT total energy, a.u.: -306.47468
Structure (SMILES): CC(=O)CC=O
HOMO level, Ha: -0.367
Energy above the lowest of the compared OMol25 structures with the same formula, charge and spin, kcal per mole: 19.8
Strongest force on any atom, eV Å⁻¹: 0.642

Geometry (Å):
1 C -1.197 -0.065 -0.948
2 C -0.475 -0.780 0.180
3 O -0.518 -1.980 0.315
4 C 0.424 0.069 1.087
5 C 1.473 0.600 0.143
6 O 1.603 1.765 -0.149
7 H -0.791 0.932 -1.144
8 H -2.258 0.028 -0.693
9 H -1.124 -0.677 -1.852
10 H -0.085 0.902 1.589
11 H 0.873 -0.602 1.825
12 H 2.074 -0.192 -0.353

***

Entry from OMol25: a molecular structure, C3H5CuO3 (ωB97M-V/def2-TZVPD).

Molecular weight, u: 152.6
Expectation value of S²: 0.76
Gap between HOMO and LUMO (alpha / beta), eV: 9.45 / 8.46
DFT total energy, a.u.: -1983.11595
Multiplicity: 2
HOMO level (alpha / beta), Ha: -0.560 / -0.564
Energy above the lowest of the compared OMol25 structures with the same formula, charge and spin, kcal per mole: 43.5
Charge: +1
Strongest force on any atom, eV Å⁻¹: 5.761

Geometry (Å):
1 O -0.607 -0.140 -0.574
2 C 0.189 -0.594 0.437
3 C 1.624 -0.892 0.117
4 H -0.364 -1.425 0.930
5 H 1.697 -1.618 -0.706
6 H 2.122 -1.319 0.997
7 H 2.160 0.023 -0.170
8 O -1.500 1.600 1.202
9 C -1.976 1.374 0.126
10 O -2.149 1.748 -0.981
11 Cu -1.025 0.924 -2.657
12 H -0.170 0.318 1.278